No. 1
C32H25BrN3O2PRuSbSe4 as an isolated structure in a non-equilibrium geometry. Source: the OMol25 dataset; level of theory: ωB97M-V with the def2-TZVPD basis set.

Structure (XYZ):
```
70
Properties=species:S:1:pos:R:3:forces:R:3:lowdin_spin:R:1
Ru 0.462 -1.005 0.985 -3.7 0.9 0.5 2.08
C -1.147 2.113 5.301 -0.1 -0.1 -0.1 0.00
C -0.686 0.743 4.894 0.1 0.2 0.1 0.00
C -1.235 -0.412 5.425 -0.1 -0.2 0.0 0.01
C -0.803 -1.656 4.997 0.0 -0.1 0.0 0.00
C 0.184 -1.684 4.032 0.2 0.1 0.1 0.01
Br 0.839 -3.356 3.378 -0.2 -0.1 0.5 0.02
N 0.722 -0.601 3.512 -0.3 -0.5 0.3 0.05
C 0.303 0.585 3.935 0.0 0.0 -0.1 0.01
H -1.584 2.101 6.301 0.0 0.0 0.0 0.00
H -1.907 2.455 4.595 0.0 0.0 0.0 0.00
H -0.320 2.824 5.288 0.0 0.0 0.0 0.00
H -2.012 -0.346 6.180 0.0 0.0 0.0 0.00
H -1.225 -2.575 5.378 0.0 0.0 0.0 0.00
H 0.771 1.436 3.451 -0.1 0.0 0.0 0.00
Se 5.018 -2.325 4.320 0.0 0.3 0.1 0.69
Sb 4.826 -2.048 1.874 1.0 -1.2 -0.3 0.05
Se 2.588 -1.221 1.236 5.0 0.2 0.1 0.33
Se 5.558 -4.050 0.700 -0.4 0.2 0.0 0.07
Se 6.565 -0.335 1.842 -0.4 0.2 0.2 0.35
N 0.680 1.008 0.625 -0.1 -0.8 -0.6 0.11
P 0.942 0.805 -0.914 -0.1 0.5 -0.9 0.02
C 0.642 -0.847 -1.729 -0.1 0.3 -0.1 0.01
C 1.666 -1.794 -1.855 -0.1 -0.1 -0.2 0.03
C 1.424 -3.028 -2.435 -0.1 0.1 0.0 0.00
C 0.163 -3.318 -2.943 0.1 -0.1 0.0 0.02
C -0.837 -2.361 -2.898 -0.1 0.1 0.0 0.00
C -0.605 -1.137 -2.289 0.1 0.0 0.1 0.02
C 2.614 1.159 -1.578 -0.1 0.1 0.1 0.01
C 2.966 0.909 -2.905 0.2 0.1 0.1 0.00
C 4.246 1.209 -3.354 -0.1 0.0 0.1 0.00
C 5.184 1.736 -2.473 0.0 0.0 0.0 0.00
C 4.845 1.965 -1.148 0.0 -0.1 0.1 0.00
C 3.559 1.680 -0.704 0.0 0.0 0.0 0.01
C -0.183 1.916 -1.870 0.1 0.3 0.2 0.00
C -1.419 2.149 -1.262 -0.1 0.0 -0.1 0.00
C -2.335 3.029 -1.825 0.1 0.0 0.0 0.00
C -2.015 3.712 -2.991 0.0 0.0 0.0 0.00
C -0.782 3.502 -3.594 0.1 -0.1 0.0 0.00
C 0.130 2.612 -3.037 -0.1 -0.1 0.0 0.00
H 2.662 -1.562 -1.515 0.0 0.0 0.1 0.01
H 2.227 -3.752 -2.490 0.0 0.0 0.0 0.00
H -0.037 -4.295 -3.369 0.0 0.1 -0.1 0.00
H -1.809 -2.562 -3.331 0.0 0.0 0.1 0.00
H -1.394 -0.398 -2.253 -0.1 0.0 0.0 0.00
H 2.249 0.452 -3.577 0.0 0.0 0.0 0.00
H 4.514 1.009 -4.385 0.0 0.0 0.0 0.00
H 6.191 1.946 -2.816 0.0 0.0 0.0 0.00
H 5.590 2.319 -0.446 0.0 0.0 0.0 0.00
H 3.283 1.820 0.335 0.0 0.0 0.0 0.01
H -1.656 1.648 -0.330 0.1 0.0 0.0 0.00
H -3.288 3.191 -1.337 0.0 0.0 0.0 0.00
H -2.717 4.416 -3.423 0.0 0.0 0.0 0.00
H -0.517 4.044 -4.495 0.0 0.0 0.0 0.00
H 1.092 2.473 -3.512 0.0 0.0 0.0 0.00
O -2.868 1.011 2.445 0.1 0.0 -0.1 0.21
C -2.667 0.039 1.696 0.1 0.1 0.0 0.12
N -1.573 -0.843 1.791 -0.1 0.1 -0.7 0.04
C -1.702 -1.788 0.810 -0.9 -1.3 0.1 0.15
O -0.755 -2.685 0.673 -0.3 0.6 0.1 0.17
C -2.917 -1.618 0.068 0.0 0.2 0.2 0.11
C -3.569 -2.362 -0.923 -0.1 0.1 0.0 0.02
C -4.755 -1.876 -1.433 0.1 0.0 0.0 0.05
C -5.318 -0.667 -0.947 0.0 0.0 0.0 0.06
C -4.720 0.031 0.084 0.0 -0.1 0.0 0.01
C -3.511 -0.442 0.606 0.0 -0.1 0.0 0.12
H -3.153 -3.303 -1.263 0.0 0.0 -0.1 0.00
H -5.272 -2.428 -2.212 0.0 0.0 0.0 0.00
H -6.240 -0.300 -1.384 0.0 0.0 0.0 0.00
H -5.171 0.932 0.486 0.0 0.0 0.0 0.00
```
Forces are in eV/Å.

Charge: -2
Orbital gap (alpha / beta): 4.45 / 5.38 eV
Molar mass: 1133.1 Da
HOMO level (alpha / beta): -0.60 / -2.38 eV
2S+1: 6
Electronic energy: -14405.40896 hartree
Relative energy (zero: lowest compared OMol25 entry of this formula, charge and spin): 76.8 kcal per mole
Maximum force: 4.98 eV Å⁻¹

No. 2
An isolated ion of composition C7H14N3 and charge +1 in a non-equilibrium geometry. Source: the OMol25 dataset; level of theory: ωB97M-V with the def2-TZVPD basis set.

Structure (XYZ):
```
24
Properties=species:S:1:pos:R:3:forces:R:3:nbo_charge:R:1
C -1.168 0.945 -1.050 -1.1 1.3 -1.8 0.11
C -0.898 0.376 1.151 -1.5 1.3 2.4 0.37
C 1.295 0.392 0.174 -0.3 2.1 -2.8 0.45
C 2.466 1.265 0.279 1.7 0.4 -0.8 -0.69
C 0.705 -2.115 -0.252 -2.2 1.4 -2.1 -0.59
C -3.011 -0.202 0.109 1.1 0.1 0.8 -0.38
C 1.357 -0.784 -0.679 0.9 -3.1 -1.9 -0.53
N -0.064 1.405 -1.283 2.9 -0.3 1.2 -0.38
N -1.669 0.251 0.086 3.0 -0.4 0.5 -0.37
N 0.421 0.597 1.162 -1.4 0.7 3.4 -0.54
H -1.960 1.296 -1.728 -0.3 -0.6 0.3 0.23
H -1.449 0.682 2.096 0.9 -1.0 -0.9 0.23
H 3.095 0.977 1.130 0.0 -0.3 0.0 0.25
H 2.241 2.321 0.426 -0.3 -0.1 -0.1 0.26
H 3.099 1.164 -0.631 -0.5 0.1 0.7 0.27
H 1.236 -2.540 0.526 0.6 -1.1 1.8 0.22
H 0.642 -2.814 -1.118 0.5 0.5 0.6 0.25
H -0.373 -1.892 -0.076 0.7 -0.6 0.6 0.19
H -3.082 -1.208 -0.116 0.1 -2.4 0.1 0.23
H -3.444 0.064 1.008 -1.2 0.3 1.8 0.22
H -3.472 0.243 -0.669 -1.9 1.8 -2.4 0.23
H 0.779 -0.461 -1.547 0.9 -0.4 -0.4 0.29
H 2.419 -1.104 -1.004 -1.5 1.3 0.6 0.26
H 0.834 1.143 2.004 -1.3 -1.3 -1.7 0.45
```
Forces are in eV/Å.

Charge: +1
Orbital gap (alpha / beta): 7.75 / 7.76 eV
Molar mass: 140.2 Da
HOMO level (alpha / beta): -12.51 / -12.51 eV
Electronic energy: -439.00897 hartree
Relative energy (zero: lowest compared OMol25 entry of this formula, charge and spin): 112.5 kcal per mole
Maximum force: 3.76 eV Å⁻¹

No. 3
C8H23N4Si as an isolated structure in a non-equilibrium geometry. Source: the OMol25 dataset; level of theory: ωB97M-V with the def2-TZVPD basis set.

Structure (XYZ):
```
36
Properties=species:S:1:pos:R:3:forces:R:3:lowdin_spin:R:1
C 2.222 1.401 1.260 2.4 0.4 -1.1 0.01
C 1.140 2.315 0.668 1.9 -1.2 -2.4 0.14
C 2.274 0.141 0.275 2.5 1.6 0.7 0.01
C 0.282 1.347 -0.143 6.1 -1.6 2.7 0.55
C 0.886 -0.046 -0.164 0.3 1.9 2.2 0.08
C -1.387 2.821 -0.923 4.4 -0.6 -3.6 0.11
C 1.501 -1.514 -2.106 1.0 -1.4 0.8 0.00
C 0.579 -2.230 0.893 -0.9 1.2 4.8 0.01
N -0.815 1.546 -0.740 -4.3 1.2 1.0 0.86
N -2.430 -0.391 0.374 0.6 -1.7 -1.3 0.01
N 0.673 -0.621 -1.365 -1.7 -1.1 -2.1 0.02
N 0.162 -0.784 0.930 -0.7 -0.9 2.0 0.04
Si -3.588 -1.799 0.417 -1.1 0.8 -0.7 0.00
H 3.308 1.850 1.146 -2.3 -0.5 0.6 0.00
H 2.031 1.295 2.349 0.2 -0.7 -0.8 0.00
H 0.749 2.903 1.398 -1.8 1.5 2.2 0.01
H 1.645 3.061 -0.011 -0.6 -0.6 0.0 0.04
H 2.814 0.437 -0.662 0.0 0.0 1.0 0.00
H 2.891 -0.646 0.768 -0.9 0.1 -0.6 0.00
H -2.300 2.564 -1.169 -5.2 0.1 -1.0 0.00
H -1.287 3.505 -0.099 0.4 0.2 0.3 0.03
H -0.844 3.021 -1.905 -0.8 1.9 1.0 0.03
H 0.928 -2.212 -2.737 0.0 0.4 0.2 0.00
H 2.202 -0.974 -2.726 0.4 0.0 -0.3 0.00
H 2.074 -2.173 -1.382 -0.4 0.8 -1.0 0.00
H -0.275 -2.781 1.346 0.8 0.1 0.2 0.00
H 0.579 -2.566 -0.059 0.7 -0.9 -3.0 0.00
H 1.524 -2.318 1.536 -1.3 -0.5 -1.4 0.00
H -2.438 0.226 -0.416 -0.2 0.2 -0.7 0.00
H -2.468 0.222 1.126 -0.7 1.3 2.0 0.00
H -0.190 -0.316 -1.773 0.0 -0.2 -0.6 0.01
H -1.171 -0.562 0.502 0.2 -1.0 0.9 0.00
H 0.388 -0.465 1.972 -0.6 -0.3 -3.1 0.00
H -2.818 -2.960 -0.086 -0.3 0.2 -0.1 0.00
H -4.937 -1.404 -0.320 1.7 -0.5 0.5 0.00
H -3.903 -1.895 1.824 0.0 -0.2 0.5 0.00
```
Forces are in eV/Å.

Charge: +1
Orbital gap (alpha / beta): 6.17 / 5.98 eV
Molar mass: 203.4 Da
HOMO level (alpha / beta): -8.78 / -12.13 eV
2S+1: 3
Electronic energy: -826.63400 hartree
Maximum force: 6.81 eV Å⁻¹